Record 1
67
Properties=species:S:1:pos:R:3 method="wB97M-V/def2-TZVPD" orbital_gap_ev=8.130 homo_energy_ha=-0.4160 lumo_ev=-3.190 charge=+1 e_above_lowest_kj_mol=48.8
C 0.2674 2.3387 -2.0794
C 1.6188 1.6039 -2.1325
C 1.8883 0.6941 -0.9026
C 0.6372 -0.0738 -0.4402
C 0.1699 -1.0066 -1.6138
P 0.8912 -1.1130 1.0532
C 1.5588 -2.7832 0.6164
O 2.4896 -2.5982 -0.4360
C 2.6243 -3.6643 -1.2506
F 1.4872 -3.9980 -1.8207
F 3.4310 -3.2786 -2.2080
F 3.1557 -4.6937 -0.6637
O -0.3449 -1.1719 2.0463
C -1.6374 -1.4433 1.4219
C -2.6829 -0.4942 2.0793
C -3.3284 0.4900 1.0831
O -3.6227 -1.2615 2.8074
P 2.5220 -0.1803 2.2131
O 3.7473 -0.1662 1.4656
O 2.0194 1.2134 2.7937
O 2.7064 -1.1495 3.4714
H -0.5379 1.6118 -2.2177
H 0.1882 3.0739 -2.8771
H 0.1368 2.8339 -1.1131
H 2.3910 2.3770 -2.0953
H 1.7659 1.0766 -3.0768
H 2.3004 1.3493 -0.1319
H 2.6495 -0.0301 -1.1979
H -0.2242 0.5710 -0.2228
H 1.0454 -1.3595 -2.1615
H -0.4411 -0.4666 -2.3325
H -0.3324 -1.9042 -1.2477
H 2.1104 -3.1242 1.5034
H 0.7728 -3.5208 0.4303
H -1.9895 -2.4597 1.6027
H -1.6518 -1.2721 0.3425
H -2.1579 0.1120 2.8253
H -4.3548 0.6580 1.4209
H -2.8556 1.4706 1.1557
H -3.3203 0.1348 0.0512
H -4.4324 -1.2516 2.2789
H 1.4545 1.7030 2.1741
H 2.3267 -0.7204 4.2605
C -5.6447 3.2262 4.6336
C -6.4775 2.2064 5.0739
C -5.9357 1.0017 5.5027
C -4.5599 0.8202 5.4998
C -3.7265 1.8414 5.0626
C -4.2684 3.0431 4.6257
H -6.0680 4.1641 4.2973
H -7.5504 2.3505 5.0827
H -6.5861 0.2048 5.8401
H -4.1367 -0.1171 5.8380
H -2.6516 1.7001 5.0628
H -3.6185 3.8382 4.2811
C 3.8970 0.5997 -6.7734
C 4.3012 1.1254 -5.5539
C 4.2982 0.3264 -4.4186
C 3.8994 -1.0016 -4.5052
C 3.4986 -1.5278 -5.7259
C 3.4936 -0.7261 -6.8591
H 3.8969 1.2233 -7.6582
H 4.6188 2.1586 -5.4885
H 4.6087 0.7383 -3.4653
H 3.9029 -1.6236 -3.6230
H 3.1897 -2.5637 -5.7940
H 3.1768 -1.1349 -7.8101

=====

Record 2
64
Properties=species:S:1:pos:R:3 method="wB97M-V/def2-TZVPD" orbital_gap_ev=6.592 homo_energy_ha=-0.1579 lumo_ev=2.295 charge=-1
C -1.3634 -0.6301 2.2509
C -2.6515 0.1302 1.9836
F -3.4481 -0.6665 1.1100
C -2.4205 1.5125 1.4102
Ga -2.8838 1.6905 -0.5822
C -4.9112 1.8553 -0.7425
C -2.0661 3.4654 -1.2463
O -1.2591 3.4131 -2.4478
C -0.0315 2.8917 -2.3881
C 0.6434 2.7640 -3.6091
C 1.9069 2.2136 -3.6587
C 2.5331 1.7756 -2.4900
C 1.8710 1.9217 -1.2827
C 0.6033 2.4856 -1.2116
C -2.2712 0.0992 -1.6895
C -1.0065 -0.5065 -1.5880
C -0.6996 -1.6484 -2.3204
N -1.5495 -2.2462 -3.1668
C -2.7511 -1.6769 -3.2885
C -3.1421 -0.5401 -2.5828
H -1.5093 -1.7103 2.2397
H -0.9960 -0.3501 3.2421
H -0.5911 -0.3569 1.5303
H -3.2400 0.1864 2.9070
H -3.0426 2.2466 1.9299
H -1.3769 1.7906 1.5878
H -5.3300 2.2049 0.2048
H -5.3692 0.8869 -0.9626
H -5.2047 2.5525 -1.5332
H -1.5032 3.9805 -0.4558
H -2.8830 4.1327 -1.5268
H 0.1362 3.0814 -4.5116
H 2.3948 2.1015 -4.6190
H 3.5083 1.3091 -2.5300
H 2.3339 1.5623 -0.3724
H 0.1033 2.5522 -0.2550
H -0.2548 -0.1134 -0.9170
H 0.2674 -2.1237 -2.1978
H -3.4453 -2.1565 -3.9737
H -4.1502 -0.1612 -2.7299
C 2.8298 0.9728 2.5321
O 1.7032 1.1753 2.1379
N 3.4418 1.7191 3.4802
C 4.7899 1.4516 3.9228
C 2.7003 2.8291 4.0525
H 3.4629 0.1558 2.1433
H 4.8172 1.2279 4.9923
H 5.4445 2.3053 3.7309
H 5.1801 0.5917 3.3812
H 1.7859 2.4762 4.5303
H 2.4144 3.5409 3.2777
H 3.3263 3.3273 4.7899
C 1.9968 -4.4285 -1.1680
O 2.2134 -3.2380 -1.0972
N 1.2070 -5.0939 -0.2988
C 0.9441 -6.5081 -0.4176
C 0.5632 -4.3251 0.7555
H 2.3999 -5.0686 -1.9726
H -0.1206 -6.6971 -0.5726
H 1.2654 -7.0453 0.4787
H 1.4906 -6.9041 -1.2721
H -0.0607 -3.5376 0.3313
H 1.3083 -3.8513 1.3954
H -0.0539 -4.9945 1.3508

=====

Record 3
101
Properties=species:S:1:pos:R:3 method="wB97M-V/def2-TZVPD" orbital_gap_ev="7.779 / 5.318" homo_energy_ha="-0.3542 / -0.3433" lumo_ev="-1.859 / -4.024" spin_multiplicity=2
In -11.1180 9.6148 -12.4555
C -8.4038 7.8963 -16.5842
C -9.1476 8.5281 -15.5007
C -9.4211 10.1200 -15.6935
O -10.1430 10.7409 -14.9073
C -8.7163 10.8648 -16.7542
C -7.8931 10.1762 -17.5769
C -7.7902 8.6106 -17.5563
O -7.2536 7.8847 -18.4762
O -7.1804 10.8554 -18.3932
O -9.5231 8.1049 -14.3835
H -8.3609 6.8180 -16.6284
H -8.7975 11.9415 -16.7330
C -5.2785 12.5494 -16.4031
C -4.6298 12.9924 -17.6699
O -4.1724 14.2955 -17.4400
S -5.0339 15.1002 -16.3111
O -6.3396 15.3182 -16.9105
O -4.2346 16.0921 -15.5162
O -5.0687 13.6767 -15.5492
H -5.0718 11.6024 -15.9045
H -6.3545 12.5684 -16.5759
H -5.3047 12.8065 -18.5054
H -3.7578 12.3729 -17.8797
C -9.2076 11.6603 -22.5652
C -8.9061 11.3797 -21.0866
O -9.9965 10.6042 -20.6304
S -10.7901 9.8052 -21.8651
O -12.2446 10.1047 -22.0189
O -10.3131 8.4412 -21.7610
O -10.0628 10.6538 -23.0459
H -8.3098 11.5171 -23.1665
H -9.5547 12.6678 -22.7947
H -8.7638 12.2809 -20.4902
H -8.0188 10.7627 -20.9451
C -11.4928 11.9177 -18.2644
C -11.2698 13.2066 -17.4489
O -12.4625 13.9702 -17.8200
S -12.5966 13.9903 -19.4367
O -11.5725 14.9060 -19.9695
O -14.0210 14.1020 -19.8625
O -12.0332 12.3802 -19.4785
H -12.1361 11.2804 -17.6578
H -10.5950 11.3148 -18.4006
H -10.3870 13.7488 -17.7876
H -11.2598 13.0803 -16.3663
C -5.8855 5.0290 -16.2457
C -6.2506 5.4563 -14.8416
O -5.4225 4.6055 -14.1367
S -3.9495 4.2881 -14.7440
O -3.5698 2.8503 -14.7186
O -2.9207 5.3309 -14.3984
O -4.5527 4.5200 -16.2475
H -5.8417 5.8278 -16.9860
H -6.6150 4.2547 -16.4833
H -7.3099 5.6085 -14.6346
H -5.8706 6.4660 -14.6863
C -4.2838 9.0608 -17.1228
C -3.4187 7.7681 -17.3557
O -2.2641 7.8063 -16.4079
S -2.3324 9.2160 -15.5414
O -1.0540 9.8850 -15.3778
O -3.1957 9.0299 -14.3538
O -3.2573 9.9396 -16.7352
H -4.9931 8.9294 -16.3057
H -4.6719 9.4821 -18.0502
H -3.0434 7.8103 -18.3782
H -4.0241 6.8926 -17.1212
C -5.2954 7.0398 -10.1419
C -4.8852 7.2915 -11.5972
O -6.1233 7.4192 -12.3298
S -7.5434 7.1445 -11.5561
O -8.0604 5.7980 -11.8127
O -8.4391 8.2682 -11.7314
O -6.7618 7.0811 -10.0442
H -4.8185 7.6696 -9.3910
H -4.8435 6.0698 -9.9343
H -4.2735 6.4588 -11.9443
H -4.1847 8.1155 -11.7332
C -8.1856 4.6946 -19.7789
C -8.9910 3.5345 -19.0596
O -10.0854 3.2975 -19.8585
S -9.8062 3.7433 -21.4393
O -10.5769 4.8572 -21.8135
O -9.8306 2.5427 -22.3196
O -8.3051 4.3201 -21.1000
H -7.1707 4.7309 -19.3828
H -8.7099 5.6493 -19.7362
H -9.4020 3.8312 -18.0946
H -8.3338 2.6701 -18.9647
C -11.5424 7.9746 -18.3584
C -11.5161 6.6537 -17.6245
O -12.6168 6.7382 -16.6923
S -12.8955 8.3344 -16.3168
O -12.6466 8.5989 -14.9151
O -14.1568 8.7432 -16.8778
O -11.7085 8.9173 -17.3458
H -12.2574 8.0082 -19.1804
H -10.6097 8.2474 -18.8522
H -10.5996 6.4306 -17.0783
H -11.6201 5.8602 -18.3645

=====

Record 4
67
Properties=species:S:1:pos:R:3 method="wB97M-V/def2-TZVPD" orbital_gap_ev="3.825 / 6.237" homo_energy_ha="-0.1629 / -0.2698" lumo_ev="-0.608 / -1.105" e_above_lowest_kj_mol=0.0 spin_multiplicity=3
P 0.4995 -2.6702 -1.2418
P -0.0731 2.0146 0.4306
C 0.0764 -0.4214 -1.6082
C 0.5429 0.9009 -0.9698
H -0.9700 -0.4925 -1.8946
H 0.7179 -0.5877 -2.4731
H 1.6241 1.0164 -1.1037
H 0.0633 1.5722 -1.6955
C -1.7935 2.2564 -0.0005
H -2.4453 1.8631 0.7789
H -2.0173 1.7476 -0.9438
H -1.9312 3.3270 -0.1346
C 0.9911 3.4610 0.4519
H 0.5140 4.3143 -0.0428
H 1.9410 3.2669 -0.0529
H 1.2230 3.7440 1.4838
C -0.9983 -3.6999 -1.1883
H -1.0413 -4.1548 -0.1865
H -0.9509 -4.4805 -1.9574
H -1.9177 -3.1036 -1.3500
C 2.1932 -3.2937 -1.4154
H 2.8978 -2.4453 -1.4623
H 2.3078 -3.9132 -2.3074
H 2.4171 -3.8664 -0.5123
Pd 0.6704 -0.9381 0.1896
C 0.7403 0.9351 -3.9816
C -0.6093 0.9652 -3.8351
C -1.5894 0.2301 -4.6766
C -1.1757 -1.2182 -5.0676
C -0.3606 -1.9792 -4.0605
C 0.9858 -2.0633 -4.1202
C 1.8769 -1.1835 -4.9486
C 1.4342 0.3006 -5.1348
C 0.0550 -1.9735 1.7679
H 1.3899 1.5349 -3.3294
H -1.0921 1.7068 -3.1945
H -1.8025 0.7765 -5.6135
H -2.5572 0.1988 -4.1416
H -2.1227 -1.7559 -5.2131
H -0.6853 -1.1980 -6.0522
H -0.9464 -2.5968 -3.3629
H 1.5043 -2.9434 -3.7270
H 2.0168 -1.5935 -5.9696
H 2.8909 -1.1675 -4.5006
H 2.3655 0.8641 -5.2933
H 0.8584 0.4156 -6.0655
H 0.7719 -1.6729 2.5637
H 0.1442 -3.0420 1.4884
H -0.9782 -1.6705 2.0004
O -2.0218 0.9183 2.5542
C -0.8804 1.1970 2.9026
O 0.0969 1.5221 1.9924
C -0.4857 1.2477 4.3567
C -1.6128 1.4493 5.1723
C -1.4818 1.4915 6.5732
C -0.2362 1.2768 7.1819
C 0.8840 1.0715 6.3628
C 0.7802 1.0632 4.9451
N 2.1378 0.8242 7.0339
O 2.1715 0.8757 8.2837
O 3.1466 0.5626 6.3469
N -2.6762 1.7578 7.3391
O -3.7553 1.9478 6.7327
O -2.6082 1.7950 8.5840
H -2.5900 1.5495 4.7182
H -0.1735 1.2852 8.2684
H 1.6496 0.8782 4.3254

=====

Record 5
63
Properties=species:S:1:pos:R:3 method="wB97M-V/def2-TZVPD" orbital_gap_ev=4.391 homo_energy_ha=-0.1091 lumo_ev=1.422 charge=-1
C 5.1087 -0.3927 3.6608
O 3.9318 0.4082 3.5369
C 2.9089 -0.3276 3.0407
N 1.7582 0.5015 3.0154
N 0.7513 -0.1445 2.5598
C -0.4560 0.3735 2.8954
C -1.5627 -0.5251 2.4400
C -0.5753 1.6197 3.4786
C -1.8447 2.0893 4.0441
O -2.9350 1.7984 3.5062
N -1.8661 2.8538 5.1969
C -3.1345 3.3668 5.6675
C -0.7614 2.9860 6.1268
O 2.9999 -1.4969 2.7058
H 5.9090 0.2778 3.9567
H 4.9591 -1.1700 4.4153
H 5.3402 -0.8830 2.7131
H -2.5152 -0.0128 2.5936
H -1.4311 -0.7729 1.3772
H -1.5967 -1.4774 2.9860
H 0.3277 2.1912 3.6521
H -3.9463 2.9585 5.0637
H -3.2793 3.1117 6.7238
H -3.1458 4.4612 5.5985
H -0.0188 2.1936 6.0019
H -0.2652 3.9559 6.0147
H -1.1465 2.9560 7.1487
C 1.0787 -0.0328 -2.9771
C 0.8248 0.6584 -1.6401
C -0.4021 1.5695 -1.8120
C 0.5247 -0.4350 -0.6076
C 2.0489 1.4994 -1.2013
C 2.0283 2.2234 0.0870
O 1.1310 2.0105 0.9479
C 3.0928 3.2148 0.3324
C 2.9573 4.1848 1.5229
C 4.1881 5.0705 1.6603
C 2.8029 3.4093 2.8326
C 1.7297 5.0876 1.3180
C 4.1608 3.2838 -0.5396
C 4.2045 2.4962 -1.6947
C 3.1512 1.6374 -2.0246
H 1.9438 -0.6977 -2.9074
H 0.2107 -0.6392 -3.2593
H 1.2428 0.7029 -3.7691
H -0.6687 2.0706 -0.8737
H -0.1903 2.3333 -2.5726
H -1.2647 0.9846 -2.1597
H 0.2903 -0.0067 0.3715
H -0.3246 -1.0572 -0.9319
H 1.3984 -1.0881 -0.4765
H 4.3189 5.6964 0.7737
H 4.0791 5.7341 2.5251
H 5.0868 4.4659 1.8127
H 1.9375 2.7474 2.7657
H 3.6644 2.7527 3.0117
H 2.6853 4.0907 3.6909
H 0.8053 4.4998 1.2680
H 1.6464 5.8084 2.1424
H 1.8390 5.6517 0.3820
H 4.9827 3.9866 -0.3640
H 5.0613 2.5789 -2.3598
H 3.2165 1.1072 -2.9833

=====

Record 6
62
Properties=species:S:1:pos:R:3 method="wB97M-V/def2-TZVPD" orbital_gap_ev=8.529 homo_energy_ha=-0.3025 lumo_ev=0.298 e_above_lowest_kj_mol=2484.0
C 3.5779 4.0044 -1.7772
C 4.6882 3.8514 -0.7278
O 4.1112 3.4499 0.4337
C 3.7163 2.0008 0.5403
C 3.0431 1.4773 1.5948
C 2.6268 0.2503 2.0250
C 2.8777 -0.7745 1.1988
C 3.6070 -0.2466 -0.2488
C 3.9185 1.0775 -0.4633
H 4.5247 1.2476 -1.2947
H 3.8272 -0.8148 -0.8461
C 2.4450 -1.9851 1.1537
N 1.2468 -2.6492 0.6744
C 0.1136 -1.8177 1.5416
C -0.4405 -0.6035 0.8041
N -0.8120 -0.8009 -0.3480
C 0.5039 -1.2923 -1.1321
H 1.2013 -0.3962 -1.0028
C 1.1260 -2.3574 -0.7214
C 0.0659 -3.5747 -0.9492
H -0.0695 -3.6096 -2.2416
H -1.0041 -3.3857 -0.4608
C 0.6500 -4.8710 -0.5989
O 0.5808 -5.1425 0.9059
H 0.9912 -4.2066 0.8880
H 1.7659 -5.0642 -1.0557
H 0.0586 -5.9699 -1.0902
H 2.0344 -2.4742 -1.1587
H 0.1520 -1.2753 -2.1347
C -1.3387 0.3721 -0.9735
C -2.6963 0.7677 -0.4774
C -3.1756 1.7367 0.1433
N -4.3836 1.5564 0.6720
N -4.8463 0.1903 0.2167
C -3.8444 -0.2914 -0.4095
C -3.8429 -1.3756 -0.9837
H -4.7446 -2.0875 -0.8376
H -2.9935 -2.1226 -0.4955
H -3.9501 -1.4562 -2.0908
C -5.4283 2.5267 1.4391
C -5.8876 3.3154 0.5471
H -6.7971 4.1055 1.1679
H -6.6141 2.8138 -0.3536
H -5.2637 3.8731 -0.0648
H -6.1804 1.8339 1.7398
H -4.6005 2.8670 2.1089
H -2.5649 2.5705 0.5589
H -0.6066 1.1632 -0.8854
H -1.4712 0.3174 -2.2210
H 0.1807 0.2862 1.1219
H -1.3200 -0.2602 1.4100
H -0.6965 -2.5936 1.4120
H 0.5595 -1.7098 2.4519
H 2.6449 -2.3838 2.4270
H 3.3827 -2.8127 0.8751
H 2.2331 0.1644 3.1076
H 2.7730 2.3578 2.4065
H 5.3051 3.2464 -0.9777
H 4.9440 4.9433 -0.4203
H 4.1598 4.4294 -2.4375
H 3.1764 2.9662 -2.2266
H 2.7598 4.6424 -1.4592